Molecular formula: C5H14N2
Method: DFT, ωB97M-V with the def2-TZVPD basis set

The geometry in XYZ format:
```
21
Properties=species:S:1:pos:R:3:forces:R:3:nbo_charge:R:1
C 0.684 1.780 -1.140 0.7 3.0 -2.6 -0.6085
C 0.107 0.454 -1.316 0.6 -1.3 0.2 -0.0600
N 0.597 -0.123 -2.622 1.5 1.5 1.5 -0.8233
C 0.563 -0.566 -0.202 -1.7 1.2 -0.4 -0.4229
C 0.465 -0.182 1.259 2.6 -0.3 0.7 -0.3988
C -0.874 -0.213 1.907 -1.6 -1.2 -1.6 -0.2234
N -1.622 -1.458 1.578 0.1 1.2 -2.1 -0.8729
H 0.178 2.721 -1.655 0.5 -2.2 1.0 0.2098
H 1.668 1.756 -1.631 0.1 0.2 0.6 0.2077
H 0.760 1.963 -0.120 0.4 0.9 1.7 0.1966
H -0.978 0.590 -1.195 0.0 -0.7 -0.8 0.1836
H 1.616 -0.471 -2.427 -2.7 0.6 -0.6 0.3496
H -0.023 -0.867 -2.730 -0.5 -2.1 -0.9 0.3498
H 1.484 -1.003 -0.515 1.0 -0.1 0.2 0.1970
H -0.174 -1.323 -0.304 -0.4 -1.3 -0.2 0.2155
H 1.066 -0.977 1.861 -0.5 1.6 -1.1 0.2071
H 0.877 0.859 1.411 0.0 -1.2 0.2 0.1974
H -1.378 0.738 1.783 -0.7 0.1 -0.4 0.1717
H -0.703 -0.298 2.917 0.4 0.1 2.5 0.1931
H -2.001 -1.959 2.331 -0.5 -0.3 1.2 0.3671
H -2.312 -1.423 0.810 0.7 0.2 0.8 0.3638
```
Positions in Å, forces in eV/Å.

The value obtained for the max |F| is 4.02 eV/Å. Its SMILES is C[C@@H](N)CCCN. For the orbital gap, the calculation gives 10.2 eV. Its highest occupied orbital energy is -9.2 eV. The calculation puts the LUMO energy at 1.0 eV. For the energy relative to the best compared isomer or geometry (same formula, charge and spin), the calculation gives 42.56 kcal per mole.

***

Molecular formula: HN3O
Method: DFT, ωB97M-V with the def2-TZVPD basis set

The geometry in XYZ format:
```
5
Properties=species:S:1:pos:R:3:forces:R:3:nbo_charge:R:1
N 0.421 0.894 0.006 1.6 -1.1 -0.3 -0.0936
N 1.328 0.018 0.240 -2.5 0.3 -0.1 0.0986
N -0.464 -0.027 -0.505 -3.6 0.7 3.1 -0.1112
O 0.413 -1.081 -0.032 0.3 1.3 -0.1 -0.2457
H -1.697 0.195 0.291 4.3 -1.2 -2.5 0.3518
```
Positions in Å, forces in eV/Å.

The value obtained for the max |F| is 5.08 eV/Å. For the orbital gap, the calculation gives 10.7 eV. Its highest occupied orbital energy is -11.6 eV. The calculation puts the LUMO energy at -0.9 eV. For the energy relative to the best compared isomer or geometry (same formula, charge and spin), the calculation gives 113.83 kcal per mole.

***

Molecular formula: C43H38GaN4O3P2S
Method: DFT, ωB97M-V with the def2-TZVPD basis set

The geometry in XYZ format:
```
92
Properties=species:S:1:pos:R:3:forces:R:3:lowdin_charge:R:1
Ga -0.131 -1.094 0.060 -0.2 -0.1 0.0 0.3191
C -0.762 -1.176 -4.700 0.0 0.0 0.1 -0.0466
O -1.684 -0.275 -4.082 0.0 0.0 0.0 -0.1031
C -2.564 -0.870 -3.214 0.1 0.0 0.0 -0.2345
C -3.901 -0.919 -3.540 0.0 0.0 0.0 0.0145
C -4.836 -1.474 -2.662 0.0 0.0 0.0 -0.0778
C -4.404 -1.985 -1.462 0.0 0.0 0.0 -0.0486
C -3.050 -1.922 -1.093 0.0 0.0 0.1 -0.1451
C -2.626 -2.622 0.104 -0.1 0.0 -0.1 -0.0094
N -1.483 -2.416 0.644 0.0 0.0 0.1 -0.0172
N -0.977 -3.353 1.537 0.0 0.1 0.0 0.1115
C 0.327 -3.307 1.488 0.0 0.0 0.1 -0.4173
O 0.999 -2.460 0.743 0.1 0.1 0.0 -0.0639
C 1.111 -4.238 2.326 0.0 0.0 0.0 -0.1515
C 2.500 -4.185 2.289 0.0 0.0 0.0 -0.0190
C 3.247 -5.050 3.075 0.0 0.0 0.0 -0.0708
C 2.608 -5.965 3.899 0.0 0.0 0.0 -0.0756
C 1.220 -6.016 3.938 0.0 0.0 0.0 -0.0706
C 0.470 -5.158 3.152 0.0 0.0 0.0 -0.0233
C -2.095 -1.358 -1.972 0.0 -0.1 -0.1 -0.2710
O -0.796 -1.291 -1.723 -0.1 0.0 0.1 -0.1298
H -1.299 -1.964 -5.232 0.0 0.0 0.0 0.0998
H -0.187 -0.588 -5.412 0.0 0.0 0.0 0.0950
H -0.096 -1.617 -3.957 0.0 0.0 0.0 0.0702
H -4.206 -0.512 -4.495 0.0 0.0 0.0 0.1286
H -5.880 -1.522 -2.939 0.0 0.0 0.0 0.1072
H -5.104 -2.463 -0.787 0.0 0.0 0.0 0.1164
H -3.237 -3.431 0.500 0.0 0.0 0.0 0.1473
H 2.986 -3.468 1.644 0.0 0.0 0.0 0.1121
H 4.328 -5.012 3.043 0.0 0.0 0.0 0.1052
H 3.191 -6.641 4.510 0.0 0.0 0.0 0.1061
H 0.723 -6.732 4.579 0.0 0.0 0.0 0.1061
H -0.610 -5.193 3.168 0.0 0.0 0.0 0.1096
C -0.023 2.276 -2.505 0.1 0.1 0.1 -0.1305
N 0.115 1.833 -1.086 -0.2 -0.3 -0.2 -0.3997
P -1.414 1.413 -0.277 0.2 0.0 0.1 1.0772
C -2.637 2.546 -0.989 0.0 -0.1 0.0 -0.3570
C -2.379 3.882 -1.303 -0.1 0.0 0.0 -0.1113
C -3.404 4.695 -1.754 0.0 0.0 0.0 -0.0602
C -4.692 4.186 -1.885 0.0 0.0 0.0 -0.0627
C -4.953 2.862 -1.573 0.0 0.0 0.0 -0.0605
C -3.925 2.039 -1.131 0.0 0.0 0.0 -0.0819
C -1.297 2.068 1.409 0.0 0.0 0.0 -0.2656
C -1.285 0.967 2.437 0.0 0.0 0.0 -0.2891
C -1.243 1.469 3.882 0.0 0.0 0.0 -0.2786
C -0.223 2.598 3.993 0.0 0.0 0.0 -0.2813
C -0.424 3.674 2.982 0.0 0.0 0.0 0.0108
C -0.973 3.385 1.763 0.0 -0.1 0.0 -0.0769
P 1.291 0.615 -0.769 -0.1 0.2 0.1 1.0385
C 2.542 1.105 0.426 0.0 0.0 0.1 -0.2548
C 3.499 2.039 0.140 0.1 0.0 0.0 -0.0749
C 4.479 2.395 1.078 0.0 0.0 0.0 -0.0337
C 4.538 1.728 2.331 0.0 0.0 -0.1 -0.0706
C 3.601 0.820 2.679 0.0 0.0 0.0 -0.0247
C 2.414 0.521 1.821 0.0 0.1 0.0 -0.2346
C 2.204 0.177 -2.257 0.0 -0.1 0.0 -0.3249
C 2.891 1.093 -3.056 0.0 0.0 0.0 -0.0962
C 3.651 0.645 -4.122 0.0 0.0 0.0 -0.0574
C 3.743 -0.716 -4.391 0.0 0.0 0.0 -0.0572
C 3.072 -1.630 -3.597 0.0 0.0 0.0 -0.0557
C 2.300 -1.187 -2.530 0.0 0.0 0.0 -0.0852
H -1.066 2.429 -2.756 0.0 0.0 0.0 0.0654
H 0.343 1.523 -3.194 0.0 0.0 0.0 0.0637
H 0.511 3.215 -2.657 0.0 0.0 0.0 0.0867
H -1.374 4.278 -1.222 0.0 0.0 0.0 0.1025
H -3.200 5.726 -2.010 0.0 0.0 0.0 0.1112
H -5.490 4.825 -2.239 0.0 0.0 0.0 0.1107
H -5.952 2.462 -1.682 0.0 0.0 0.0 0.1112
H -4.123 0.997 -0.909 0.0 -0.1 0.0 0.0940
H -2.133 0.293 2.286 0.0 0.0 0.0 0.1489
H -2.210 1.572 4.363 0.0 0.0 0.0 0.1338
H -0.198 3.011 5.001 0.0 0.0 0.0 0.1462
H -0.122 4.685 3.220 0.0 0.0 0.0 0.1177
H -1.073 4.171 1.025 0.0 0.0 0.0 0.1032
H 3.525 2.509 -0.835 0.0 0.0 0.0 0.0980
H 5.223 3.136 0.824 0.0 0.0 0.0 0.1075
H 5.367 1.930 2.996 0.0 0.0 0.0 0.1123
H 3.678 0.279 3.614 0.0 0.0 0.0 0.1244
H 2.263 -0.566 1.798 0.1 0.0 0.0 0.1285
H 2.821 2.156 -2.864 0.0 0.0 0.0 0.1004
H 4.172 1.358 -4.746 0.0 0.0 0.0 0.1126
H 4.340 -1.060 -5.225 0.0 0.0 0.0 0.1125
H 3.141 -2.688 -3.806 0.0 0.0 0.0 0.1155
H 1.770 -1.909 -1.919 0.0 0.0 0.0 0.0941
S -0.014 0.249 4.631 0.1 0.0 0.0 1.2063
C 0.978 1.605 3.832 0.0 0.0 0.0 -0.2525
C 1.087 1.106 2.382 0.0 0.0 -0.1 -0.2660
N -0.032 0.122 2.196 0.0 0.0 0.1 -0.1705
C 0.156 -0.794 3.321 -0.1 0.0 0.0 -0.3940
H 1.918 1.867 4.305 0.0 0.0 0.0 0.1231
H 0.885 1.981 1.767 0.0 -0.1 0.0 0.1222
H -0.446 -1.691 3.362 0.0 -0.1 -0.1 0.0552
```
Positions in Å, forces in eV/Å.

The value obtained for the max |F| is 0.43 eV/Å. For the orbital gap (spin up / spin down), the calculation gives 6.7 / 6.0 eV. Its highest occupied orbital energy (spin up / spin down) is -10.3 / -10.0 eV. As for the net charge: +1. The calculation puts the LUMO energy (spin up / spin down) at -3.6 / -4.0 eV. For the energy relative to the best compared isomer or geometry (same formula, charge and spin), the calculation gives 0.00 kcal per mole.

***

Molecular formula: C4H8BrO2PdS
Method: DFT, ωB97M-V with the def2-TZVPD basis set

The geometry in XYZ format:
```
17
Properties=species:S:1:pos:R:3:forces:R:3:mulliken_spin:R:1
Pd 2.934 0.066 3.507 12.2 -1.1 6.0 1.2366
Br 1.225 0.211 2.640 -6.6 4.9 4.0 0.3912
C -1.459 -0.168 -1.049 0.5 0.4 -0.3 0.0166
C -0.982 -0.936 0.180 1.1 -0.3 1.2 0.0345
C 0.064 -0.065 0.895 -3.8 1.7 -5.7 0.2336
S 0.988 0.910 -0.432 -0.2 1.4 -1.1 -0.0089
O 2.354 0.421 -0.583 -1.4 0.1 0.6 -0.0027
O 0.779 2.360 -0.226 0.0 -2.9 -0.1 0.0062
C -0.101 0.223 -1.777 -1.2 -0.4 1.6 0.0086
H -2.135 0.652 -0.807 0.3 0.2 0.1 -0.0019
H -2.045 -0.845 -1.670 0.2 0.0 -0.2 0.0041
H -0.439 -1.842 -0.090 -0.3 -0.2 -0.4 0.0012
H -1.684 -1.218 0.964 -0.5 0.0 -0.5 -0.0001
H 0.825 -0.546 1.508 -0.6 -4.4 -4.1 0.0725
H -0.411 0.670 1.544 -0.8 0.1 -0.8 0.0073
H 0.249 -0.790 -1.972 0.9 0.4 -0.6 0.0014
H -0.162 0.897 -2.632 0.1 -0.1 0.2 -0.0004
```
Positions in Å, forces in eV/Å.

The value obtained for the max |F| is 13.66 eV/Å. For the orbital gap (spin up / spin down), the calculation gives 8.5 / 6.6 eV. Its spin multiplicity is 3. Its highest occupied orbital energy (spin up / spin down) is -13.1 / -14.1 eV. As for the net charge: +1. The calculation puts the LUMO energy (spin up / spin down) at -4.7 / -7.5 eV. For the energy relative to the best compared isomer or geometry (same formula, charge and spin), the calculation gives 121.43 kcal per mole.

***

Molecular formula: CHFO2
Method: DFT, ωB97M-V with the def2-TZVPD basis set

The geometry in XYZ format:
```
5
Properties=species:S:1:pos:R:3:forces:R:3:nbo_charge:R:1
F -0.848 1.553 -0.124 -0.9 4.0 0.1 -0.2697
C -0.728 0.334 0.108 -3.2 -3.5 -2.6 0.6859
O -1.619 -0.360 0.760 -0.5 0.1 4.6 -0.2605
O -1.776 -0.554 -0.609 1.5 1.0 -2.1 -0.2910
H 0.212 0.031 -0.102 3.1 -1.6 0.0 0.1354
```
Positions in Å, forces in eV/Å.

The value obtained for the max |F| is 5.43 eV/Å. Its SMILES is FC1OO1. For the orbital gap, the calculation gives 11.3 eV. Its highest occupied orbital energy is -10.4 eV. The calculation puts the LUMO energy at 1.0 eV. For the energy relative to the best compared isomer or geometry (same formula, charge and spin), the calculation gives 123.71 kcal per mole.

***

Molecular formula: C30H36N5O3PPtTe
Method: DFT, ωB97M-V with the def2-TZVPD basis set

The geometry in XYZ format:
```
77
Properties=species:S:1:pos:R:3:forces:R:3:lowdin_charge:R:1
Pt 0.859 1.563 0.089 0.4 0.8 1.0 0.7557
C -1.104 -1.072 4.020 0.0 -0.1 0.0 -0.0445
O -0.250 -1.781 3.115 0.0 0.1 0.1 -0.1557
C 1.052 -1.304 3.149 0.0 0.1 -0.1 -0.2568
C 2.001 -2.058 3.803 0.0 -0.1 0.1 -0.0206
C 3.334 -1.661 3.844 0.0 0.1 0.0 -0.0925
C 3.682 -0.489 3.210 -0.1 0.0 0.0 -0.0547
C 2.742 0.283 2.515 0.2 0.1 -0.1 -0.1386
C 3.266 1.455 1.829 -0.4 0.0 0.1 -0.0723
N 2.617 2.067 0.917 0.8 0.4 -0.4 -0.1690
N 3.264 3.157 0.285 -0.4 -0.4 0.0 0.0916
C 2.686 3.381 -0.864 0.2 -0.2 0.0 -0.4684
O 1.685 2.718 -1.356 -0.6 0.2 0.1 -0.2894
C 3.210 4.462 -1.735 0.0 0.0 0.0 -0.1523
C 4.554 4.815 -1.721 0.0 0.0 0.1 -0.0328
C 5.011 5.833 -2.542 0.1 0.0 0.0 -0.0861
C 4.128 6.509 -3.374 0.0 0.0 0.0 -0.0925
C 2.785 6.159 -3.386 0.0 0.0 0.0 -0.0789
C 2.326 5.132 -2.576 0.0 0.0 0.0 -0.0175
C 1.371 -0.090 2.476 0.2 -0.1 0.0 -0.3109
O 0.412 0.576 1.882 -0.2 -0.1 -0.2 -0.2931
H -2.073 -1.567 3.995 0.0 0.0 0.0 0.0924
H -0.689 -1.126 5.029 -0.1 0.0 0.0 0.0976
H -1.199 -0.034 3.708 0.0 0.0 0.0 0.0729
H 1.676 -2.970 4.290 0.0 0.0 0.0 0.1210
H 4.073 -2.251 4.368 0.0 0.0 0.0 0.0995
H 4.710 -0.146 3.224 0.0 0.0 0.0 0.1100
H 4.267 1.810 2.061 0.0 0.0 0.1 0.1321
H 5.231 4.293 -1.058 0.0 0.0 0.0 0.1075
H 6.060 6.100 -2.533 0.0 0.0 0.0 0.0998
H 4.487 7.308 -4.010 0.0 0.0 0.0 0.0989
H 2.091 6.683 -4.029 0.0 0.0 0.0 0.1017
H 1.286 4.839 -2.586 0.0 0.0 0.0 0.1163
C -6.359 -1.778 0.668 -0.1 -0.1 0.0 -0.0578
C -5.193 -0.927 0.249 0.0 0.0 0.0 -0.2835
C -4.813 -0.819 -1.081 0.0 0.0 0.0 -0.0337
C -3.740 -0.022 -1.481 0.0 -0.1 0.1 -0.3428
C -3.424 0.031 -2.952 0.0 0.0 0.0 -0.1181
C -3.007 0.694 -0.516 0.0 0.0 -0.3 -0.5390
Te -1.394 1.915 -1.194 -0.3 0.2 -0.2 0.9258
C -3.400 0.618 0.826 -0.1 0.1 0.1 -0.3125
C -2.754 1.454 1.891 0.1 0.1 0.1 -0.0854
C -4.473 -0.194 1.183 0.0 0.0 0.0 -0.0243
H -6.741 -2.364 -0.168 0.0 0.0 0.0 0.0708
H -7.184 -1.170 1.045 0.0 0.0 0.0 0.0814
H -6.083 -2.471 1.465 0.0 0.0 0.0 0.0753
H -5.365 -1.366 -1.838 0.0 0.0 0.0 0.1082
H -4.091 -0.632 -3.504 0.0 0.0 0.0 0.0735
H -2.389 -0.255 -3.152 0.0 0.0 0.0 0.0288
H -3.540 1.038 -3.356 0.0 0.0 0.0 0.0692
H -1.667 1.480 1.811 -0.1 -0.1 0.0 0.0205
H -3.027 1.082 2.878 0.0 0.0 0.0 0.0667
H -3.095 2.490 1.820 0.0 0.0 -0.1 0.0894
H -4.765 -0.237 2.228 0.0 0.0 0.0 0.1164
C -1.117 -3.048 -1.724 -0.1 0.0 0.1 -0.1130
N -0.853 -2.812 -0.243 0.1 0.0 0.0 -0.0464
C 0.251 -3.763 0.231 -0.2 0.1 -0.1 -0.1054
N 1.417 -3.628 -0.569 0.1 0.0 0.1 -0.1442
C 1.090 -3.826 -1.978 0.0 0.0 0.0 -0.1718
N 0.079 -2.896 -2.475 0.0 0.0 0.0 -0.1409
C 0.576 -1.505 -2.494 0.1 -0.1 -0.1 -0.2931
P 1.087 -0.854 -0.830 0.2 -0.5 -0.3 0.9589
C -0.483 -1.377 -0.003 0.0 -0.1 0.0 -0.2809
C 2.102 -2.338 -0.347 -0.2 -0.2 -0.1 -0.2835
H -1.880 -2.324 -2.016 0.0 0.0 0.0 0.1304
H -1.505 -4.066 -1.809 0.0 0.0 0.0 0.1405
H -1.701 -3.012 0.290 0.0 0.0 0.0 0.1838
H -0.171 -4.767 0.140 0.1 0.0 0.0 0.1400
H 0.432 -3.512 1.275 0.1 0.0 0.0 0.1331
H 0.718 -4.845 -2.110 0.0 0.0 0.0 0.1315
H 1.998 -3.704 -2.567 0.0 0.0 0.0 0.1322
H -0.194 -0.840 -2.894 0.0 0.0 0.0 0.0634
H 1.424 -1.463 -3.180 0.0 0.0 0.0 0.0948
H -1.296 -0.767 -0.399 0.1 -0.1 0.0 0.0280
H -0.433 -1.224 1.070 0.0 0.0 0.0 0.0696
H 2.387 -2.256 0.704 0.0 0.0 0.0 0.0812
H 3.024 -2.336 -0.933 0.0 0.0 0.0 0.0923
```
Positions in Å, forces in eV/Å.

The value obtained for the max |F| is 1.36 eV/Å. For the orbital gap, the calculation gives 6.3 eV. Its highest occupied orbital energy is -6.3 eV. The calculation puts the LUMO energy at -0.1 eV. For the energy relative to the best compared isomer or geometry (same formula, charge and spin), the calculation gives 30.72 kcal per mole.

***

Look up the energy relative to the best compared isomer or geometry (same formula, charge and spin) of the first one. 42.56 kcal per mole